# 1
Molecular formula: C5H8O2S
Method: DFT, the ωB97M-V functional and the def2-TZVPD basis

Results
Net charge = 0
Kohn-Sham gap = 9.390 eV
SMILES string = C#CSC(OC)OC
Largest force on an atom = 4.3 eV Å⁻¹
E_tot = -20239.41405 eV

Last columns: bonded neighbours and bond lengths (Å).
Atoms and positions in Å:
1 C 1.394 -2.525 0.432  C2 1.200, H15 1.059
2 C 0.640 -2.361 -0.488  C1 1.200, S8 1.710
3 C 0.391 0.660 -1.767  O6 1.478, H9 1.205, H10 1.101, H11 1.053
4 C 0.004 1.270 1.654  O7 1.408, H12 1.118, H13 1.176, H14 1.052
5 C -0.928 -0.250 0.059  O6 1.381, O7 1.564, S8 1.875, H16 1.032
6 O -0.816 0.722 -0.916  C3 1.478, C5 1.381
7 O 0.065 -0.078 1.255  C4 1.408, C5 1.564
8 S -0.988 -1.926 -0.779  C2 1.710, C5 1.875
9 H 0.205 0.121 -2.829  C3 1.205
10 H 1.005 -0.155 -1.355  C3 1.101
11 H 0.870 1.595 -1.690  C3 1.053
12 H 1.035 1.663 1.832  C4 1.118
13 H -0.453 1.423 2.727  C4 1.176
14 H -0.593 1.797 0.967  C4 1.052
15 H 2.230 -3.124 0.680  C1 1.059
16 H -1.861 -0.028 0.439  C5 1.032

***

# 2
Molecular formula: C5H8O2S
Method: DFT, the ωB97M-V functional and the def2-TZVPD basis

Results
Net charge = 0
Kohn-Sham gap = 10.654 eV
SMILES string = C[C@@H]1C[C@@H]2[C@H]1S2(=O)=O
Largest force on an atom = 3.7 eV Å⁻¹
E_tot = -20241.13138 eV

Last columns: bonded neighbours and bond lengths (Å).
Atoms and positions in Å:
1 C -0.803 -0.595 0.587  C2 1.568, C3 1.516, H9 1.036, H10 1.082
2 C 0.701 -0.158 0.507  C1 1.568, C4 1.516, C5 1.464, H11 1.049
3 C -1.160 0.186 -0.662  C1 1.516, C4 1.575, S8 1.767, H12 1.002
4 C 0.311 0.750 -0.643  C2 1.516, C3 1.575, S8 1.785, H13 1.023
5 C 1.506 -1.352 0.241  C2 1.464, H14 1.144, H15 1.084, H16 1.142
6 O -1.389 2.446 0.872  S8 1.444
7 O -1.274 2.681 -1.623  S8 1.441
8 S -1.010 1.930 -0.422  C3 1.767, C4 1.785, O6 1.444, O7 1.441
9 H -1.115 -1.579 0.662  C1 1.036
10 H -1.300 -0.131 1.429  C1 1.082
11 H 1.039 0.135 1.456  C2 1.049
12 H -1.588 0.010 -1.552  C3 1.002
13 H 1.001 0.793 -1.397  C4 1.023
14 H 1.121 -1.828 -0.726  C5 1.144
15 H 1.318 -2.078 1.023  C5 1.084
16 H 2.639 -1.210 0.248  C5 1.142

***

Question: What is the formula in the second record?
Answer: C5H8O2S

***

What did the first record say?
Molecular formula: C5H8O2S
Method: DFT, the ωB97M-V functional and the def2-TZVPD basis

Results
Net charge = 0
Kohn-Sham gap = 9.390 eV
SMILES string = C#CSC(OC)OC
Largest force on an atom = 4.3 eV Å⁻¹
E_tot = -20239.41405 eV

Last columns: bonded neighbours and bond lengths (Å).
Atoms and positions in Å:
1 C 1.394 -2.525 0.432  C2 1.200, H15 1.059
2 C 0.640 -2.361 -0.488  C1 1.200, S8 1.710
3 C 0.391 0.660 -1.767  O6 1.478, H9 1.205, H10 1.101, H11 1.053
4 C 0.004 1.270 1.654  O7 1.408, H12 1.118, H13 1.176, H14 1.052
5 C -0.928 -0.250 0.059  O6 1.381, O7 1.564, S8 1.875, H16 1.032
6 O -0.816 0.722 -0.916  C3 1.478, C5 1.381
7 O 0.065 -0.078 1.255  C4 1.408, C5 1.564
8 S -0.988 -1.926 -0.779  C2 1.710, C5 1.875
9 H 0.205 0.121 -2.829  C3 1.205
10 H 1.005 -0.155 -1.355  C3 1.101
11 H 0.870 1.595 -1.690  C3 1.053
12 H 1.035 1.663 1.832  C4 1.118
13 H -0.453 1.423 2.727  C4 1.176
14 H -0.593 1.797 0.967  C4 1.052
15 H 2.230 -3.124 0.680  C1 1.059
16 H -1.861 -0.028 0.439  C5 1.032